[1]
This record from the OMol25 dataset describes a cluster of 2 separate species, C3H11N2 in total at a distorted geometry. The level of theory is ωB97M-V/def2-TZVPD.

The geometry in XYZ format:
```
16
Properties=species:S:1:pos:R:3:forces:R:3:nbo_charge:R:1
C 0.354727 0.690854 -2.055490 2.33 0.34 0.34 -0.44
N -0.676194 -0.048993 -1.324134 -4.73 -2.97 0.94 -0.74
H 0.696993 1.591742 -1.327931 -0.07 -2.55 -1.90 0.26
H -0.123278 1.155524 -2.895211 -0.14 0.27 -0.43 0.24
H 1.120883 -0.140983 -2.532207 -1.46 2.68 1.78 0.26
H -1.701627 0.063602 -1.689806 2.21 0.68 0.53 0.44
H -0.662328 -1.096452 -1.498284 0.80 1.34 0.50 0.44
H -0.830141 0.066936 -0.242775 1.03 0.46 -1.51 0.49
C 0.639476 -1.425782 1.581995 -2.04 1.05 -2.04 -0.46
C 0.587118 -0.092772 1.637965 1.17 -0.24 1.67 -0.04
N -0.596645 0.714594 1.690793 2.79 1.26 -1.67 -0.88
H -0.239871 -1.883626 1.116208 -0.09 -0.53 0.94 0.17
H 1.521168 -1.996802 1.548563 1.04 -0.34 0.20 0.23
H 1.562953 0.396054 1.825481 -0.88 0.28 -0.07 0.21
H -1.340731 0.322212 2.195824 -0.95 -0.35 0.96 0.40
H -0.312502 1.683891 1.969005 -1.03 -1.38 -0.23 0.41
```
Forces are in eV/Å.

Results
- Total energy: -230.0944 a.u.
- Gap between HOMO and LUMO: 9.2816 eV
- Multiplicity: 1
- HOMO level: -0.4728 Eh
- F_max: 5.66 eV Å⁻¹
- Charge: +1
- LUMO level: -3.6 eV
- ΔE to the lowest compared entry with this formula, charge and spin: 55.20 kcal/mol

---

[2]
This record from the OMol25 dataset describes a cluster of 2 separate species, C3H11N2 in total at a distorted geometry. The level of theory is ωB97M-V/def2-TZVPD.

The geometry in XYZ format:
```
16
Properties=species:S:1:pos:R:3:forces:R:3:nbo_charge:R:1
C -1.454961 -1.651047 0.176691 -1.26 -0.88 -0.19 -0.43
N -1.461530 -0.490556 -0.740016 1.26 1.24 -0.29 -0.70
H -2.506716 -1.854296 0.383404 0.03 0.10 0.22 0.24
H -1.127358 -2.558345 -0.323908 0.60 0.26 0.00 0.25
H -0.967148 -1.452216 1.123159 0.32 0.17 -0.20 0.24
H -0.525927 -0.093506 -0.980530 0.54 -0.82 0.55 0.47
H -1.880024 0.313176 -0.261446 -0.65 -0.18 -0.56 0.45
H -1.814364 -0.691722 -1.678795 -0.83 0.05 0.43 0.45
C 0.657159 1.585691 1.081431 -0.98 1.26 0.82 -0.50
C 1.324834 1.185612 0.010660 1.26 -0.58 1.08 -0.03
N 1.421754 -0.168337 -0.394957 -1.15 0.41 -0.25 -0.87
H -0.099735 1.111744 1.706774 0.35 -1.00 -0.40 0.19
H 0.770907 2.573563 1.520727 0.22 0.20 -0.79 0.24
H 2.062811 1.841570 -0.433497 -0.24 0.10 -0.25 0.22
H 1.198599 -0.772651 0.381885 0.39 -0.23 -0.04 0.38
H 2.300683 -0.404172 -0.818432 0.14 -0.10 -0.13 0.41
```
Forces are in eV/Å.

Results
- Total energy: -230.1280 a.u.
- Gap between HOMO and LUMO: 9.4007 eV
- Multiplicity: 1
- HOMO level: -0.4712 Eh
- F_max: 1.79 eV Å⁻¹
- Charge: +1
- LUMO level: -3.4 eV
- ΔE to the lowest compared entry with this formula, charge and spin: 34.12 kcal/mol

---

[3]
This record from the OMol25 dataset describes a cluster of 2 separate species, C3H11N2 in total at a distorted geometry. The level of theory is ωB97M-V/def2-TZVPD.

The geometry in XYZ format:
```
16
Properties=species:S:1:pos:R:3:forces:R:3:nbo_charge:R:1
C -2.359878 -2.723643 2.760513 -0.78 1.11 0.00 -0.62
C -1.385271 -2.886215 1.613176 1.10 -0.51 0.08 -0.62
H -2.473416 -3.641151 3.327188 0.05 0.06 0.19 0.22
H -3.358691 -2.409425 2.455335 -0.09 -0.28 -0.32 0.21
H -2.080028 -1.889132 3.404596 0.31 -0.32 0.34 0.21
H -0.548502 -2.178947 1.604579 -0.37 0.34 0.11 0.19
H -0.864457 -3.819423 1.814924 0.05 -0.29 -0.51 0.21
H -1.787652 -2.914172 0.603120 -0.28 -0.10 0.10 0.20
N 1.826379 2.372505 -0.557583 0.01 1.10 -0.22 -0.69
C 1.641216 2.152854 -1.839231 -0.02 -0.01 0.15 0.41
N 0.625612 1.521607 -2.366537 0.36 0.47 0.00 -0.69
H 1.140496 2.230178 0.168542 -0.24 -0.39 -0.09 0.43
H 2.461164 3.137228 -0.358199 0.26 -0.35 0.22 0.44
H 2.415003 2.546580 -2.486854 0.08 -0.31 -0.15 0.23
H 0.622247 1.337284 -3.359412 -0.17 0.02 0.05 0.45
H -0.235629 1.467098 -1.852264 -0.28 -0.53 0.05 0.43
```
Forces are in eV/Å.

Results
- Total energy: -230.1564 a.u.
- Gap between HOMO and LUMO: 9.5119 eV
- Multiplicity: 1
- HOMO level: -0.5068 Eh
- F_max: 1.35 eV Å⁻¹
- Charge: +1
- LUMO level: -4.3 eV
- ΔE to the lowest compared entry with this formula, charge and spin: 16.28 kcal/mol

---

[4]
This record from the OMol25 dataset describes a cluster of 2 separate species, C3H11N2 in total at a distorted geometry. The level of theory is ωB97M-V/def2-TZVPD.

The geometry in XYZ format:
```
16
Properties=species:S:1:pos:R:3:forces:R:3:nbo_charge:R:1
C -0.062212 1.000092 -2.033624 -0.33 1.64 -0.33 -0.45
C 1.573665 1.012907 -0.234592 -2.01 -0.45 -1.18 0.08
N 0.408905 0.677516 -0.700407 1.53 -0.06 1.08 -0.42
H -1.077282 1.489674 -1.967292 0.90 -0.98 -0.12 0.24
H -0.031544 0.084548 -2.630086 -0.38 0.20 0.05 0.24
H 0.585229 1.762069 -2.506665 -0.12 -0.49 0.20 0.23
H 2.234568 1.678012 -0.807946 -0.20 -0.35 0.28 0.22
H 1.856724 0.578076 0.714161 0.18 0.29 0.11 0.21
H -0.325151 -0.070534 -0.103580 0.41 0.05 -0.23 0.44
C -0.399273 -1.080364 1.952810 0.23 0.21 -0.31 -0.43
N -1.071136 -1.062925 0.625652 0.38 0.83 0.38 -0.80
H -0.004032 -0.056923 2.106936 -0.57 -0.57 0.58 0.20
H 0.463379 -1.739671 1.942132 0.07 -0.12 -0.25 0.22
H -1.066173 -1.471704 2.722489 0.13 0.55 0.13 0.23
H -1.035862 -1.949718 0.180960 0.10 -0.97 -0.41 0.40
H -2.049805 -0.851049 0.739051 -0.29 0.22 0.01 0.40
```
Forces are in eV/Å.

Results
- Total energy: -230.1395 a.u.
- Gap between HOMO and LUMO: 10.9077 eV
- Multiplicity: 1
- HOMO level: -0.5525 Eh
- F_max: 2.37 eV Å⁻¹
- Charge: +1
- LUMO level: -4.1 eV
- ΔE to the lowest compared entry with this formula, charge and spin: 26.90 kcal/mol

---

[5]
This record from the OMol25 dataset describes a cluster of 2 separate species, C3H11N2O in total at a distorted geometry. The level of theory is ωB97M-V/def2-TZVPD.

The geometry in XYZ format:
```
17
Properties=species:S:1:pos:R:3:forces:R:3:nbo_charge:R:1
C -0.334534 -2.069138 -0.255278 -0.19 1.11 -1.04 -0.68
C -0.645109 -0.694988 0.254806 -0.17 0.63 0.49 -0.12
C -0.132422 -0.067786 1.353532 0.57 1.65 0.26 -0.11
N 0.675214 -0.521425 2.389114 -0.81 -1.73 -0.25 -0.87
N -0.741842 0.319846 -0.925751 -0.74 -1.31 0.49 -0.88
H -0.370937 -2.836676 0.504391 0.22 -0.13 0.11 0.23
H 0.616461 -2.017052 -0.832117 0.08 -0.48 0.43 0.18
H -1.095034 -2.276562 -1.012113 0.04 -0.52 0.20 0.21
H -0.407162 0.969918 1.524360 -0.10 0.02 -0.36 0.17
H 1.372653 0.042847 2.832453 -0.17 -0.09 0.03 0.40
H 0.498365 -1.477603 2.663007 0.71 0.30 0.36 0.38
H -1.705601 0.634330 -1.090275 0.29 -0.14 -0.07 0.39
H -0.443288 -0.274596 -1.715727 0.04 0.69 -0.55 0.38
H -0.109617 1.132432 -0.816584 0.19 -0.21 -0.08 0.39
H 1.376410 3.357447 -2.165265 0.38 -0.37 -0.26 0.47
H 0.380761 3.137538 -1.118652 -0.12 -0.23 0.34 0.44
O 1.065683 2.641468 -1.589902 -0.21 0.82 -0.10 -0.99
```
Forces are in eV/Å.

Results
- Total energy: -305.4817 a.u.
- Gap between HOMO and LUMO (alpha / beta): 4.0960 / 8.0210 eV
- Multiplicity: 2
- HOMO level (alpha / beta): -0.1186 / -0.2761 Eh
- F_max: 1.92 eV Å⁻¹
- LUMO level (alpha / beta): 0.9 / 0.5 eV
- ΔE to the lowest compared entry with this formula, charge and spin: 56.54 kcal/mol

---

[6]
This record from the OMol25 dataset describes a cluster of 2 separate species, C3H11N2O in total at a distorted geometry. The level of theory is ωB97M-V/def2-TZVPD.

The geometry in XYZ format:
```
17
Properties=species:S:1:pos:R:3:forces:R:3:nbo_charge:R:1
C 1.723677 -0.249520 -1.324652 -1.64 0.19 0.42 -0.40
N 1.708106 0.363731 0.002522 4.80 -1.89 -0.91 -0.62
C 0.659278 0.857472 0.603915 -4.10 1.03 -2.25 0.02
N 0.584734 1.376080 1.828854 -0.13 1.12 2.66 -0.86
H 2.411844 -1.057894 -1.339108 0.85 -0.62 0.06 0.20
H 1.987045 0.447736 -2.131313 -0.17 0.09 0.14 0.17
H 0.735931 -0.743318 -1.569808 0.82 0.77 0.41 0.20
H 2.584466 0.319569 0.543887 -0.81 -0.06 -0.74 0.37
H -0.251441 0.891106 0.037976 -0.02 -0.04 -0.10 0.14
H 1.403498 1.379093 2.436338 -1.02 0.15 0.01 0.38
H -0.374013 1.662706 2.099008 1.70 -0.38 0.34 0.40
C -2.387288 -0.645513 -0.409418 -0.36 -0.53 -0.32 -0.26
O -1.238547 -1.242271 0.223774 -0.52 0.23 -0.47 -0.74
H -2.558023 0.403694 -0.092659 0.16 -0.61 0.21 0.17
H -2.198738 -0.597216 -1.503751 -0.02 -0.15 0.63 0.18
H -3.331013 -1.240828 -0.267224 0.89 0.57 0.01 0.18
H -1.459516 -1.924627 0.861657 -0.42 0.13 -0.08 0.48
```
Forces are in eV/Å.

Results
- Total energy: -305.5180 a.u.
- Gap between HOMO and LUMO (alpha / beta): 4.1253 / 9.4613 eV
- Multiplicity: 2
- HOMO level (alpha / beta): -0.1179 / -0.3171 Eh
- F_max: 5.24 eV Å⁻¹
- LUMO level (alpha / beta): 0.9 / 0.8 eV
- ΔE to the lowest compared entry with this formula, charge and spin: 33.80 kcal/mol